{
  "formula": "C51H61ClIN2P2S5Y",
  "method": "ωB97M-V/def2-TZVPD",
  "species": ["Y", "I", "C", "C", "C", "C", "C", "C", "C", "C", "C", "C", "H", "H", "H", "H", "H", "H", "C", "C", "N", "C", "C", "S", "C", "C", "S", "C", "N", "C", "H", "H", "H", "H", "H", "H", "H", "H", "C", "C", "S", "C", "C", "S", "C", "C", "S", "H", "H", "H", "H", "H", "H", "H", "H", "H", "H", "H", "H", "Cl", "C", "C", "C", "C", "C", "C", "P", "C", "C", "C", "C", "C", "C", "C", "C", "C", "C", "C", "C", "H", "H", "H", "H", "H", "H", "H", "H", "H", "H", "H", "H", "H", "H", "C", "C", "C", "P", "C", "C", "C", "C", "C", "C", "H", "H", "H", "H", "H", "H", "H", "H", "H", "H", "H", "H", "H", "H", "H", "H", "H", "H", "H", "H", "H"],
  "positions_angstrom": [[-1.0538, 0.5581, 0.2890], [-2.2422, -0.3757, 2.8532], [-3.8596, -1.9572, -0.4168], [-5.2200, -1.3317, -0.6250], [-5.7550, -1.8070, -1.7613], [-4.9249, -2.7950, -2.5543], [-3.5333, -2.1953, -2.8052], [-2.9711, -1.8067, -4.0730], [-1.8790, -0.9996, -4.0613], [-1.4207, -0.4632, -2.8272], [-1.9795, -0.6725, -1.5714], [-3.0765, -1.5518, -1.6098], [-5.6948, -0.6375, 0.0539], [-6.7414, -1.5290, -2.1035], [-5.3962, -3.1561, -3.4641], [-3.3856, -2.2040, -4.9906], [-1.3754, -0.7263, -4.9788], [-0.5648, 0.1973, -2.9149], [0.6975, 2.1768, 3.1784], [-0.5755, 2.8312, 2.8134], [-1.2998, 2.5336, 1.7625], [-2.5078, 3.1884, 1.7863], [-2.6737, 4.0344, 2.8387], [-1.3060, 3.9681, 3.8546], [-3.4830, 2.9080, 0.7434], [-4.7366, 3.4333, 0.6981], [-5.4912, 2.9903, -0.7577], [-4.1079, 2.1086, -1.2244], [-3.1328, 2.1137, -0.3360], [-4.0755, 1.5636, -2.6118], [1.1671, 1.6645, 2.3346], [0.5013, 1.4270, 3.9472], [1.4187, 2.8867, 3.5723], [-3.5111, 4.6713, 3.0611], [-5.2253, 4.0524, 1.4284], [-5.0343, 1.7318, -3.0991], [-3.8618, 0.5009, -2.6327], [-3.3065, 2.0811, -3.1898], [4.2480, 0.0839, 4.9253], [3.0746, -0.8661, 4.7128], [2.4036, -0.9424, 3.0334], [3.8745, -1.3685, 2.0703], [4.7079, -0.2156, 1.4697], [3.8047, 1.3219, 1.1173], [4.7948, 2.5746, 1.9769], [5.2045, 2.2997, 3.4195], [3.8785, 1.8264, 4.5598], [5.1029, -0.2241, 4.3236], [4.5595, 0.0169, 5.9684], [2.2288, -0.5738, 5.3381], [3.3707, -1.8691, 5.0290], [3.5238, -2.0199, 1.2712], [4.5209, -1.9921, 2.6912], [5.1629, -0.5681, 0.5428], [5.5326, 0.0430, 2.1311], [4.1675, 3.4679, 1.9339], [5.6954, 2.7923, 1.3993], [5.6566, 3.2131, 3.8095], [5.9867, 1.5429, 3.4729], [1.4981, -0.7892, -0.3982], [1.7968, -2.5265, -0.6066], [2.8840, -2.8449, -1.4012], [3.2333, -4.1821, -1.5274], [2.5048, -5.1588, -0.8618], [1.4158, -4.8044, -0.0833], [1.0290, -3.4701, 0.0563], [-0.4140, -2.9116, 1.0192], [-1.7918, -3.3447, -0.0768], [-1.6924, -3.7393, -1.3605], [-2.8625, -3.7427, -2.2775], [-4.2450, -3.9795, -1.6987], [-4.2586, -3.4568, -0.3240], [-3.1215, -2.9597, 0.4830], [-0.6205, -4.1235, 2.3502], [-1.3028, -5.3261, 2.1757], [-1.4340, -6.2093, 3.2345], [-0.8837, -5.8981, 4.4701], [-0.2065, -4.7011, 4.6493], [-0.0810, -3.8108, 3.5961], [3.4511, -2.0682, -1.8941], [4.0841, -4.4551, -2.1359], [2.7878, -6.1985, -0.9496], [0.8510, -5.5679, 0.4368], [-0.7309, -3.9926, -1.7881], [-2.6773, -4.2554, -3.2154], [-4.6560, -4.9744, -1.8462], [-5.1854, -3.5752, 0.2201], [-3.2203, -2.9275, 1.5598], [-1.7308, -5.5792, 1.2123], [-1.9647, -7.1411, 3.0958], [-0.9879, -6.5884, 5.2955], [0.2148, -4.4567, 5.6147], [0.4345, -2.8695, 3.7329], [1.4140, 4.2855, 0.7155], [1.8813, 3.9248, -0.6905], [2.0398, 5.2061, -1.5178], [0.9244, 2.5185, -1.4577], [-0.4182, 3.2269, -2.5479], [-0.0594, 3.7860, -3.9234], [-1.2239, 4.2607, -1.7542], [2.2720, 1.7464, -2.5170], [3.2145, 2.7126, -3.2451], [1.8060, 0.6795, -3.5054], [2.0431, 5.0860, 1.1093], [1.4993, 3.4327, 1.3857], [0.3846, 4.6452, 0.7274], [2.8702, 3.4612, -0.5867], [1.1636, 5.8447, -1.4191], [2.2243, 5.0380, -2.5728], [2.8858, 5.7716, -1.1246], [-1.0767, 2.3617, -2.7096], [0.5349, 4.6938, -3.8461], [-0.9777, 4.0485, -4.4529], [0.4838, 3.0743, -4.5416], [-0.7251, 5.2273, -1.7625], [-1.3772, 3.9696, -0.7149], [-2.2063, 4.4012, -2.2098], [2.8746, 1.2474, -1.7474], [2.7027, 3.3009, -4.0056], [3.9815, 2.1261, -3.7528], [3.7298, 3.3916, -2.5712], [1.1359, 1.0827, -4.2663], [1.3214, -0.1666, -3.0222], [2.6774, 0.2881, -4.0322]],
  "atomic_forces_ev_per_a": [[-0.149, 0.128, 0.600], [-0.043, 0.093, -0.172], [0.010, -0.090, 0.028], [-0.059, 0.062, -0.006], [-0.088, 0.044, 0.028], [0.037, -0.051, -0.073], [-0.047, 0.213, -0.024], [0.116, 0.046, 0.037], [-0.129, -0.132, 0.013], [0.083, 0.048, 0.087], [-0.070, -0.195, -0.222], [0.021, 0.021, -0.129], [-0.034, 0.032, 0.027], [-0.042, 0.021, -0.018], [-0.026, 0.007, -0.005], [-0.020, 0.004, -0.041], [-0.004, -0.011, -0.033], [-0.056, 0.025, 0.027], [0.067, -0.218, 0.044], [-0.110, 0.062, 0.076], [0.163, -0.034, -0.082], [-0.104, 0.190, 0.247], [0.062, -0.154, -0.141], [-0.001, -0.026, -0.137], [-0.258, 0.186, 0.007], [0.140, -0.084, -0.070], [0.107, -0.045, 0.061], [0.030, 0.044, -0.104], [0.080, -0.140, 0.035], [0.003, -0.074, -0.053], [-0.028, -0.011, 0.067], [0.030, -0.017, 0.017], [0.038, 0.012, 0.057], [-0.050, 0.017, 0.014], [-0.020, 0.038, 0.046], [0.002, 0.023, -0.017], [-0.057, 0.051, -0.002], [0.008, -0.038, -0.008], [0.002, -0.016, -0.026], [0.022, 0.034, 0.015], [0.102, -0.110, 0.013], [-0.002, 0.022, -0.011], [0.035, -0.015, -0.012], [0.056, -0.050, -0.020], [0.013, 0.046, -0.067], [0.057, -0.038, 0.059], [0.025, 0.004, 0.022], [-0.016, 0.017, -0.009], [-0.011, -0.005, -0.003], [-0.015, 0.018, -0.008], [0.000, 0.006, -0.019], [-0.034, 0.038, -0.003], [-0.011, 0.000, 0.004], [-0.003, 0.013, 0.018], [-0.050, 0.009, 0.007], [-0.026, -0.006, -0.001], [-0.007, -0.005, -0.009], [-0.015, -0.007, 0.004], [-0.024, 0.003, 0.013], [0.040, 0.097, -0.099], [0.040, 0.058, 0.004], [-0.014, -0.094, 0.024], [-0.012, 0.057, 0.000], [0.019, -0.008, -0.007], [-0.064, 0.035, 0.029], [-0.021, -0.064, 0.013], [-0.066, 0.042, -0.245], [0.125, -0.142, -0.138], [0.114, 0.045, 0.201], [0.057, -0.192, 0.005], [-0.013, 0.019, 0.004], [0.017, 0.005, 0.083], [-0.109, -0.005, 0.050], [0.074, 0.089, 0.043], [-0.011, -0.032, -0.051], [-0.005, -0.040, 0.031], [-0.005, -0.010, 0.002], [0.009, -0.012, 0.034], [-0.020, 0.028, -0.014], [0.021, 0.030, -0.019], [0.013, -0.003, -0.016], [0.007, -0.015, -0.002], [-0.004, -0.014, 0.012], [0.032, 0.003, 0.017], [-0.013, 0.019, -0.009], [0.010, -0.017, -0.003], [0.021, -0.015, 0.005], [-0.020, -0.023, -0.003], [-0.006, 0.013, 0.001], [-0.011, -0.020, 0.002], [-0.005, -0.020, 0.020], [0.006, 0.004, 0.024], [0.013, 0.024, 0.010], [0.026, -0.071, -0.010], [0.072, -0.002, -0.019], [-0.017, 0.002, 0.028], [-0.016, -0.027, -0.101], [0.011, -0.048, -0.003], [0.058, -0.022, -0.010], [-0.011, 0.022, 0.038], [0.043, 0.088, 0.042], [-0.040, 0.037, 0.029], [-0.049, -0.071, 0.021], [0.017, 0.034, 0.015], [0.020, 0.125, -0.109], [-0.025, 0.009, -0.011], [-0.043, 0.013, -0.012], [-0.002, 0.007, -0.014], [0.016, -0.027, -0.029], [0.022, 0.019, 0.016], [0.053, 0.013, 0.011], [0.018, 0.018, 0.002], [-0.021, 0.006, -0.008], [-0.001, 0.002, -0.007], [-0.011, -0.002, -0.001], [0.002, 0.005, 0.009], [-0.022, -0.003, -0.005], [-0.037, 0.023, -0.012], [-0.011, 0.006, -0.011], [0.017, -0.018, -0.003], [-0.002, 0.022, 0.017], [-0.030, 0.001, -0.003], [0.033, 0.004, 0.007], [0.015, -0.011, -0.023]],
  "lowdin_charge": [1.05, 0.23, -0.23, 0.02, 0.00, -0.09, -0.24, 0.04, -0.02, -0.09, -0.18, -0.17, 0.12, 0.12, 0.16, 0.14, 0.12, 0.04, -0.16, -0.69, -0.10, -0.38, -0.30, 1.15, -0.35, -0.31, 1.15, -0.62, 0.02, -0.06, 0.01, 0.07, 0.06, 0.09, 0.09, 0.09, 0.05, 0.09, -0.51, -0.52, 0.80, -0.51, -0.48, 0.80, -0.52, -0.52, 0.89, 0.06, 0.08, 0.08, 0.08, 0.03, 0.09, 0.07, 0.06, 0.06, 0.08, 0.08, 0.07, 0.67, -0.59, -0.10, -0.05, -0.05, -0.05, -0.38, 1.01, -0.34, -0.01, -0.01, -0.11, -0.10, -0.17, -0.38, -0.09, -0.06, -0.06, -0.06, -0.10, 0.11, 0.12, 0.12, 0.11, 0.12, 0.16, 0.16, 0.17, 0.09, 0.11, 0.11, 0.11, 0.11, 0.05, -0.12, -0.53, -0.09, 1.05, -0.54, -0.09, -0.11, -0.55, -0.10, -0.13, 0.10, 0.02, 0.07, 0.06, 0.07, 0.05, 0.09, 0.05, 0.07, 0.09, 0.06, 0.07, 0.04, 0.09, 0.04, 0.07, 0.09, 0.07, 0.07, 0.02, 0.09],
  "lumo_ev": -6.15,
  "charge": 2,
  "gap_ev": 6.122,
  "de_lowest_ev": 4.699
}